Record 1
One molecule with the formula C4H7FS. Source: the OMol25 dataset; level of theory: ωB97M-V/def2-TZVPD.

Properties
* HOMO-LUMO gap: 9.809 eV
* E_HOMO: -8.928 eV
* SMILES string: C[C@H]1[C@H](F)[C@@H]1S

CARTESIAN COORDINATES (ANGSTROEM)
C -2.295 -0.911 -0.058
C -0.982 -0.230 -0.434
C -0.514 0.922 0.320
F 0.093 2.025 -0.193
C 0.160 -0.406 0.546
S 1.760 -0.671 -0.173
H -3.163 -0.455 -0.477
H -2.475 -1.035 1.029
H -2.289 -1.852 -0.525
H -0.660 -0.283 -1.475
H -1.025 1.154 1.257
H -0.101 -0.941 1.472
H 2.493 -0.322 0.983

Löwdin population analysis, charges in e, atoms 1 to 4: -0.049, -0.297, -0.343, 0.021


Record 2
C2H3I2NO2 as an isolated structure. Source: the OMol25 dataset; level of theory: ωB97M-V/def2-TZVPD.

Properties
* HOMO-LUMO gap: 8.850 eV
* E_HOMO: -9.447 eV

CARTESIAN COORDINATES (ANGSTROEM)
C -0.059 0.047 -0.080
C -2.109 -0.073 -0.328
N -2.077 0.028 -1.738
O -2.052 1.132 -2.214
O -1.920 -1.009 -2.338
I -2.843 -1.883 0.335
I -2.943 1.704 0.396
H 0.317 0.236 -1.115
H -0.110 0.949 0.525
H 0.395 -0.878 0.514

Löwdin population analysis, charges in e, atoms 1 to 4: 0.023, -1.305, -0.631, -0.044


Energy relative to the best compared isomer or geometry (same formula, charge and spin): 1.5529 4.5819 (eV)